C34H21BrF3IrN4O2 | the ωB97M-V functional and the def2-TZVPD basis

Computed properties:
- LUMO level (alpha / beta): -0.0036 / -0.0295 hartree
- Gap between HOMO and LUMO (alpha / beta): 5.701 / 7.150 eV
- Net charge: 0
- Spin multiplicity: 5
- Electronic energy: -126684.6563 eV

Last column: Mulliken spin population.
Cartesian coordinates (Å):
Ir 0.2218 -1.1496 -0.3483  2.594
Br 4.3516 -3.3307 6.0135  -0.001
F -5.0634 5.9161 2.2732  0.000
F -3.4956 7.2841 2.8307  0.000
F -4.6101 6.2401 4.3611  0.000
O 0.9131 -0.2938 2.0990  0.006
O -1.2191 0.2232 -0.2908  0.113
N 0.9347 0.0224 -2.1493  0.075
N -0.0370 -2.7324 -2.0116  0.054
N 1.6073 -2.6005 0.1049  0.131
N 0.5598 0.8201 -4.1446  0.006
C 1.9723 -3.4362 -0.9403  -0.122
C -3.4518 2.7191 -1.6002  -0.012
C -2.9084 4.1049 4.1547  -0.001
C 3.1150 -4.2168 -1.0040  0.159
C -2.3151 4.8104 1.9292  -0.002
C -1.4242 3.7603 1.8314  0.003
C 1.7332 0.1034 -4.2280  0.005
C -0.8779 -2.7135 -3.0169  0.010
C -0.4164 1.7246 2.7261  0.004
C 2.2698 -2.2164 2.5553  -0.051
C 1.9518 -0.3858 -2.9831  -0.013
C 0.4429 -4.2630 -4.2579  0.017
C -3.0610 4.9792 3.0910  0.001
C 2.5456 -5.0847 -3.2000  0.102
C 3.2963 -2.3529 4.7790  -0.086
C 2.1579 -2.9067 1.3254  0.421
C 1.0829 -3.4953 -2.0702  0.021
C 3.3829 -5.0302 -2.1227  -0.047
C -1.7070 1.0876 -1.1595  0.056
C -2.0201 3.0460 4.0540  0.001
C -4.0544 6.1020 3.1481  0.000
C -1.1229 1.4046 -2.4058  -0.007
C -2.8682 3.0439 -2.8254  0.024
C 0.0985 0.7488 -2.8700  -0.008
C 3.0451 -2.8915 3.5438  0.132
C 0.2590 0.7636 2.4880  -0.003
C 1.7506 -0.9721 2.9925  0.215
C -2.8823 1.7671 -0.7871  0.022
C 1.3666 -4.2984 -3.1900  -0.014
C 2.0163 -0.4264 4.2263  -0.094
C -1.7166 2.3905 -3.2057  -0.010
C 2.8021 -1.1084 5.1481  0.206
C -1.2771 2.8582 2.8907  -0.002
C -0.6731 -3.4781 -4.1793  -0.015
H -3.3127 1.5169 0.1736  -0.001
H 2.7601 -0.9997 -2.6227  0.003
H 3.4582 -3.8595 3.2942  0.010
H 2.7663 -5.7059 -4.0580  0.007
H 0.1026 1.2959 -4.9008  0.000
H -1.2476 2.6756 -4.1407  0.001
H -1.3943 -3.4350 -4.9834  0.000
H 0.6354 -4.8638 -5.1389  0.001
H -1.7493 -2.0763 -2.9104  0.007
H -4.3521 3.2269 -1.2765  -0.001
H -2.4348 5.4985 1.1023  0.000
H -3.3012 3.8048 -3.4597  0.002
H 1.5854 0.5338 4.4769  -0.003
H -3.4857 4.2450 5.0577  0.000
H -1.9061 2.3501 4.8738  0.000
H -0.8485 3.6118 0.9282  0.001
H 4.2927 -5.6175 -2.1223  -0.002
H 2.6118 -3.8902 1.3639  0.062
H 2.2894 0.0160 -5.1436  -0.001
H 3.8455 -4.1761 -0.2090  0.008
H 3.0100 -0.6882 6.1204  0.018

=====

C34H21Cl6N2O6Rb | the ωB97M-V functional and the def2-TZVPD basis

Computed properties:
- LUMO level: 0.1408 hartree
- Gap between HOMO and LUMO: 6.640 eV
- ΔE to the lowest compared entry with this formula, charge and spin: 7.1 kcal/mol
- Net charge: -2
- Electronic energy: -126658.2861 eV

Last column: Löwdin charge in e.
Cartesian coordinates (Å):
Rb -0.0158 1.0906 -0.2266  0.802
Cl 0.7256 -0.0504 -7.2746  0.590
Cl -3.3218 2.9125 -5.2151  0.600
Cl -1.9500 1.5259 -7.6669  0.602
Cl -2.0078 2.7086 -2.3603  0.581
Cl -4.4720 -6.7972 -2.4876  0.577
Cl 2.0481 -0.2353 -4.4324  0.548
O -1.5265 2.9749 1.1624  -0.154
O 0.3637 -3.4760 -2.4824  -0.028
O -0.1194 -1.9020 -0.3244  -0.096
O 1.1398 -3.2908 0.9724  -0.042
O -2.0228 4.2613 3.7304  0.049
O 0.4766 3.9114 0.7134  -0.083
N 2.7084 -0.4267 1.0932  0.135
N 1.1521 0.9792 2.8396  0.132
C 0.9955 0.3105 5.5308  -0.036
C 0.5118 0.6571 -4.6248  -0.719
C -1.2279 1.4175 -6.0910  -0.719
C -2.7937 -4.8814 -3.4588  -0.081
C 3.2648 -2.3311 4.2345  -0.034
C -2.1153 7.7499 2.5968  -0.123
C -0.7453 -4.2321 -2.3945  -0.233
C 3.4152 -1.1457 0.2508  -0.135
C -3.0235 -5.7968 -2.4401  -0.675
C 2.5379 -1.6077 5.1062  -0.042
C -0.6916 3.9126 1.1583  -0.729
C -2.1448 -5.9145 -1.3867  -0.116
C -0.0345 0.7184 -5.9060  -0.718
C -2.3160 6.6153 3.3736  -0.051
C 0.6888 -2.8301 -0.1029  -0.720
C -1.2166 1.9237 -3.7474  -0.710
C 1.8552 -0.0580 3.3249  -0.141
C 2.6634 -0.8281 2.3818  -0.145
C 4.0851 -2.7054 1.9171  -0.031
C 1.2523 -3.5066 -1.3658  -0.108
C -1.1755 5.2460 1.7325  -0.060
C -1.8551 5.3745 2.9431  -0.257
C -0.0437 1.2401 -3.5110  -0.187
C 1.8040 -0.4495 4.6683  -0.157
C -0.9984 -5.1246 -1.3578  0.010
C 3.3444 -1.9601 2.8466  -0.159
C -1.3983 -3.0547 -4.5115  -0.020
C 4.1240 -2.3034 0.6131  -0.061
C 0.2816 1.3656 5.0320  -0.048
C -1.8301 2.0349 -4.9936  -0.708
C 0.3794 1.6621 3.6583  -0.091
C -0.9549 6.4003 0.9923  -0.023
C -1.4273 7.6450 1.3966  -0.110
C -1.6610 -4.0844 -3.4481  -0.183
H 1.5554 -4.5303 -1.1416  0.114
H 4.6016 -3.6017 2.2428  0.111
H 4.6614 -2.8677 -0.1377  0.102
H 3.4214 -0.8066 -0.7824  0.115
H -0.3169 -5.2007 -0.5190  0.111
H -2.5862 4.5008 4.4716  0.093
H -2.8346 6.6894 4.3264  0.099
H -0.2168 2.4563 3.2252  0.087
H -2.2556 -2.9603 -5.1801  0.076
H 3.7973 -3.2177 4.5625  0.105
H -2.3488 -6.6093 -0.5820  0.098
H -2.4905 8.7085 2.9379  0.087
H 2.4734 -1.9000 6.1489  0.102
H 0.9293 0.0314 6.5777  0.105
H 2.1217 -2.9353 -1.6900  0.115
H -0.3970 6.2922 0.0685  0.119
H -3.5137 -4.7780 -4.2615  0.103
H -1.1866 -2.0820 -4.0653  0.088
H -0.3700 1.9602 5.6597  0.096
H -1.2556 8.5216 0.7832  0.088
H -0.5175 -3.3160 -5.1034  0.088

=====

C34H22BrCl2F4PPt | the ωB97M-V functional and the def2-TZVPD basis

Computed properties:
- LUMO level: -0.0314 hartree
- Gap between HOMO and LUMO: 6.506 eV
- ΔE to the lowest compared entry with this formula, charge and spin: 2.6 kcal/mol
- Net charge: 0
- Electronic energy: -154105.0180 eV

Last column: Löwdin charge in e.
Cartesian coordinates (Å):
Pt 0.4460 -0.0461 0.6036  0.440
Br 1.5261 -0.9621 3.0276  0.829
Cl -3.0998 -4.0952 1.7339  0.521
Cl -0.9103 -2.7678 0.2841  0.502
P -0.6214 1.3775 1.9447  0.835
F 2.6105 2.1638 6.9401  0.142
F 0.9374 4.1306 6.1008  0.138
F -0.5279 3.8141 3.9233  0.099
F 2.8188 -0.1137 5.5405  0.082
C 3.2110 1.6602 -5.0973  -0.038
C -0.7348 -1.4279 -6.6724  -0.087
C -0.4424 -2.0487 -5.4642  -0.076
C -0.6887 3.0369 1.2035  -0.370
C -4.2713 1.6405 3.8695  -0.074
C 3.3422 3.8958 -3.4590  -0.076
C 0.4967 4.9477 0.3407  -0.080
C 1.2460 0.6674 3.9492  -0.558
C 0.5004 3.7364 1.0093  -0.105
C 1.1091 0.0621 -1.1306  -0.297
C 2.3687 1.7548 -3.9901  -0.183
C 1.2372 0.3455 -2.3621  -0.139
C -4.0952 -0.5269 2.8468  -0.077
C -0.6931 5.4643 -0.1583  -0.084
C 1.0340 2.9981 5.4118  -0.134
C -4.8060 0.3836 3.6105  -0.078
C 4.1175 2.6712 -5.3747  -0.078
C 0.4099 0.5508 -5.9276  -0.034
C 0.3648 1.6524 3.4969  -0.273
C 1.9884 0.8319 5.1036  -0.267
C 0.2694 -1.3719 -4.4903  -0.019
C 1.4327 0.6591 -3.6412  -0.135
C 4.1819 3.7927 -4.5598  -0.088
C -0.3103 -0.1274 -6.8994  -0.078
C 2.4441 2.8817 -3.1719  -0.017
C -2.8456 -0.1828 2.3476  -0.099
C -1.3578 -3.7861 1.6588  -1.002
C -1.8746 4.7616 0.0144  -0.075
C 0.7058 -0.0639 -4.7115  -0.175
C -3.0247 1.9826 3.3745  -0.087
C -1.8748 3.5504 0.6943  -0.082
C 1.8879 2.0013 5.8383  -0.134
C -2.2943 1.0668 2.6135  -0.345
C 0.2821 2.8065 4.2640  -0.206
H 1.7892 2.9503 -2.3116  0.111
H -0.8499 -4.7382 1.5646  0.025
H -0.7694 -3.0640 -5.2814  0.103
H 0.4988 -1.8481 -3.5457  0.113
H -4.5051 -1.5043 2.6297  0.082
H -0.6954 6.4095 -0.6852  0.102
H -2.6246 2.9668 3.5699  0.100
H -2.8028 3.0078 0.8203  0.105
H 1.4243 5.4880 0.2010  0.104
H 4.7764 2.5807 -6.2285  0.103
H 1.4366 3.3224 1.3675  0.110
H -2.2930 -0.8809 1.7293  0.037
H -4.8308 2.3564 4.4577  0.105
H -2.8032 5.1534 -0.3798  0.104
H 3.1687 0.7850 -5.7329  0.119
H 3.3889 4.7694 -2.8216  0.101
H 4.8845 4.5852 -4.7823  0.101
H -1.2917 -1.9579 -7.4342  0.101
H -0.5414 0.3651 -7.8350  0.103
H -5.7806 0.1197 4.0005  0.104
H 0.7251 1.5696 -6.1108  0.116
H -1.0666 -3.2663 2.5653  0.013

=====

Q: Which formula does entry 3 have?
A: C34H22BrCl2F4PPt